26
Properties=species:S:1:pos:R:3:nbo_charge:R:1 method="wB97M-V/def2-TZVPD" orbital_gap_ha="0.094 / 0.252" largest_force_ev_per_a=4.528 total_energy_ha=-390.4819 multiplicity=2 e_above_lowest_kcal_mol=63.6 lumo_ev="3.445 / 3.422" total_charge=-1
C 1.01 0.75 -3.33 -0.63
C 0.76 0.99 1.64 -0.27
C -1.61 0.56 1.15 -0.31
C 0.79 -0.29 2.11 -0.06
C 0.01 0.12 -4.19 -0.40
C -0.37 -1.05 2.49 -0.49
C -1.59 -0.63 1.91 -0.25
C 2.02 -1.09 2.28 -0.64
C -0.52 1.46 1.11 -0.42
C -0.91 -0.56 -3.07 -0.62
H -1.08 -1.49 -3.62 0.20
H 2.72 -1.12 1.49 0.20
H 0.44 1.25 -2.44 0.24
H -0.75 0.77 -4.69 0.18
H -2.60 0.83 0.95 0.18
H -0.34 -0.54 -2.13 0.23
H -1.84 0.02 -2.90 0.21
H 0.39 -0.51 -4.96 0.18
H 1.61 1.55 1.69 0.18
H -2.52 -1.09 2.24 0.17
H 1.83 0.02 -3.13 0.21
H 1.61 1.36 -4.00 0.19
H 1.77 -2.13 2.17 0.20
H -0.45 -1.99 2.84 0.18
H -0.71 2.39 0.60 0.18
H 2.51 -0.91 3.31 0.18